Molecular formula: C4H9NO2S
Method: DFT, ωB97M-V/def2-TZVPD

Last column: natural (NBO) charge in e.
Atoms and positions in Å:
C (-1.551, 0.860, -0.916)  -0.6052
C (-1.213, -0.635, -0.924)  -0.4921
C (-0.141, -0.959, 0.061)  0.0180
C (-0.339, -0.522, 1.466)  -0.7098
S (1.226, -1.710, -0.403)  0.0104
H (-2.239, 1.082, -1.726)  0.2183
H (-2.016, 1.156, 0.020)  0.2019
H (-0.646, 1.443, -1.061)  0.2236
H (-0.885, -0.931, -1.922)  0.2292
H (-2.112, -1.209, -0.676)  0.2232
H (-0.045, 0.525, 1.546)  0.2493
H (-1.384, -0.605, 1.759)  0.2220
H (0.285, -1.098, 2.144)  0.2372
O (1.889, 1.454, -0.816)  -0.2981
N (2.133, 0.758, 0.119)  0.3321
O (3.487, 0.504, 0.292)  -0.5451
H (3.552, -0.112, 1.037)  0.4850

Output
Total charge   0
Highest occupied orbital energy   -8.56 eV
Lowest unoccupied orbital energy   -0.0729 eV
SMILES   CCC(C)=S.O=NO
E_tot   -761.11272 Eh
HOMO-LUMO gap   0.312 Eh
Energy relative to the best compared isomer or geometry (same formula, charge and spin)   94.57 kcal per mole